(1)
8
Properties=species:S:1:pos:R:3:lowdin_charge:R:1 method="wB97M-V/def2-TZVPD" homo_lumo_gap_ev=11.38 lumo_ha=0.002 homo_ev=-11.318 smiles="O=[N+]([O-])O[SiH3]" total_energy_ha=-571.62287
N 2.07757 -0.57106 -2.04280 -0.393
O 1.28908 -0.09109 -2.78854 0.116
O 3.14144 -1.07856 -2.10123 0.164
O 1.52448 -0.62902 -0.62236 -0.301
Si 0.09393 -0.11394 0.11084 0.619
H -0.43336 1.13814 -0.42534 -0.063
H -0.91120 -1.10924 0.19697 -0.098
H 0.67479 -0.25351 1.48172 -0.044

(2)
101
Properties=species:S:1:pos:R:3:lowdin_charge:R:1 method="wB97M-V/def2-TZVPD" homo_lumo_gap_ev=7.21 lumo_ha=0.070 charge=-1 homo_ev=-5.301 total_energy_ha=-4379.26873
K -0.51827 0.76443 -0.08055 0.762
C 2.31917 -0.47941 -2.74433 -0.021
C 1.15544 -1.38634 -2.62957 -0.273
N 1.14899 -2.41980 -1.89455 0.096
N 2.21401 -2.77625 -1.15003 -0.014
C 2.43400 -4.05582 -0.80728 -0.948
N 3.37273 -4.08416 0.13539 0.103
S 1.59367 -5.33648 -1.40302 0.623
C -0.11510 -1.08116 -3.39316 -0.243
C -0.56164 0.20974 -3.39891 -0.052
C -1.67536 0.59353 -4.16239 -0.030
C -2.44096 -0.47655 -4.68094 -0.073
C -1.88462 -1.73521 -4.60145 -0.189
N -0.73392 -2.07461 -4.04003 0.142
H 2.59796 0.01250 -1.78772 0.064
H 2.16605 0.21406 -3.55013 0.075
H 3.18394 -1.12418 -3.07324 0.113
H 2.81172 -2.09726 -0.75875 0.069
H 3.77459 -3.19903 0.46956 0.065
H 3.75330 -4.98055 0.45235 0.110
H 0.01602 0.99761 -2.88905 0.095
H -2.00304 1.63429 -4.34613 0.118
H -3.39260 -0.30184 -5.18690 0.101
H -2.45054 -2.56817 -5.04006 0.105
C -5.16325 2.04308 -0.54346 -0.059
N -4.38011 3.19901 -0.20755 -0.141
C -4.86745 4.17136 0.79146 -0.032
C -3.07193 3.12861 -0.64768 -0.443
O -2.70924 2.20018 -1.35095 0.022
C -2.10656 4.22284 -0.43036 -0.118
O -0.88077 3.84273 -0.99901 -0.115
C 0.28414 4.31827 -0.42101 -0.162
C 1.33575 3.32724 -0.68272 -0.447
O 1.21803 2.29980 -1.33994 -0.026
N 2.52928 3.63095 -0.09482 -0.107
C 3.70752 2.86775 -0.42285 -0.023
C 2.78003 4.63850 0.96254 -0.019
H -4.80653 1.13916 0.06898 0.125
H -5.10036 1.88586 -1.61880 0.083
H -6.23882 2.26916 -0.31662 0.092
H -5.95253 4.19954 0.74678 0.079
H -4.51196 5.16460 0.54575 0.073
H -4.46813 3.97203 1.78603 0.079
H -1.92526 4.29226 0.70208 0.142
H -2.47245 5.23536 -0.84944 0.162
H 0.21418 4.32713 0.66970 0.109
H 0.66752 5.29550 -0.85511 0.161
H 4.43852 3.49507 -0.80081 0.067
H 3.46434 1.98980 -1.07705 0.106
H 4.12219 2.48784 0.48288 0.074
H 2.49193 4.22496 1.93074 0.089
H 2.31313 5.59638 0.80099 0.079
H 3.83525 4.80559 1.03270 0.076
N -1.78018 -3.88791 -0.91619 0.127
C -2.41574 -4.94445 -1.61121 -0.247
C -1.79517 -6.19600 -1.77899 -0.041
C -2.37015 -7.16615 -2.56874 -0.090
C -3.64816 -6.91455 -3.08907 -0.110
C -4.30415 -5.70435 -2.88477 -0.119
C -3.62028 -4.70050 -2.23172 -0.439
S -4.26288 -3.00440 -2.13044 0.933
N -3.78143 -2.65148 -0.57717 -0.252
C -2.61050 -3.00448 -0.21464 -0.403
C -2.08373 -2.53455 1.04219 -0.195
C -1.03887 -3.16107 1.74673 0.000
C -0.46917 -2.50013 2.81214 -0.060
C -0.99583 -1.28431 3.17892 -0.059
C -2.04507 -0.75918 2.44548 -0.179
N -2.56695 -1.29243 1.38102 0.122
H -0.78505 -3.88368 -0.82492 0.070
H -0.72877 -6.23141 -1.38263 0.035
H -1.73679 -8.00173 -2.84294 0.101
H -4.10777 -7.62855 -3.74133 0.084
H -5.30973 -5.53645 -3.36266 0.118
H -0.72086 -4.09806 1.31300 0.111
H 0.42096 -2.94841 3.30531 0.127
H -0.48917 -0.65311 3.90218 0.111
H -2.39054 0.26029 2.74149 0.117
O 6.47747 -0.37238 0.43702 -0.334
S 5.43148 -0.99026 1.23905 0.626
O 5.72971 -2.33456 1.72753 -0.346
N 4.00133 -1.00071 0.53485 -0.113
C 3.05168 -0.18806 1.11802 -0.506
O 1.91145 -0.10084 0.70371 -0.034
C 3.57525 0.47890 2.38266 -0.120
C 2.88932 1.23613 3.32653 0.004
C 3.59467 1.59451 4.47164 -0.082
C 4.89625 1.20163 4.68052 -0.099
C 5.51987 0.35686 3.80476 -0.069
C 4.90019 0.08871 2.62188 -0.193
H 1.90942 1.59791 3.10150 0.094
H 3.11005 2.28351 5.16336 0.104
H 5.40487 1.56945 5.60128 0.118
H 6.58683 0.11087 3.93353 0.130
C -0.46410 3.80949 3.97470 -0.017
C -1.01012 3.03243 2.72772 -0.735
O -2.24625 2.87612 2.73932 -0.052
O -0.15997 2.65330 1.87501 -0.130
H 0.02497 4.71352 3.67543 0.046
H 0.27494 3.20227 4.47205 0.045
H -1.28523 4.08830 4.67532 0.076

(3)
12
Properties=species:S:1:pos:R:3:lowdin_charge:R:1 method="wB97M-V/def2-TZVPD" homo_lumo_gap_ev="8.82 / 8.81" lumo_ha="0.006 / 0.005" homo_ev="-8.666 / -8.664" total_energy_ha=-339.60919
C -1.48134 -0.18969 1.02339 0.010
C 1.52854 0.15992 -1.03591 0.063
N -0.43721 -0.51683 0.13295 -0.217
N 0.31014 0.46483 -0.26957 -0.226
O -0.07670 -1.80403 -0.08111 -0.104
O 0.06973 1.69689 -0.00254 -0.059
H -1.42144 0.89542 1.26774 0.104
H -1.40791 -0.87413 1.76716 0.066
H -2.51661 -0.21253 0.65766 0.114
H 2.16613 1.00865 -0.91124 0.099
H 1.18390 -0.06841 -1.97788 0.086
H 2.08276 -0.56008 -0.57066 0.065

(4)
56
Properties=species:S:1:pos:R:3:lowdin_charge:R:1 method="wB97M-V/def2-TZVPD" homo_lumo_gap_ev="5.07 / 5.01" lumo_ha="0.179 / 0.179" spin_multiplicity=4 charge=-2 homo_ev="-0.191 / -0.134" total_energy_ha=-2620.32114
C 1.51532 0.49295 -2.14031 -0.347
C 2.12030 1.64056 -1.48355 -0.460
C 1.05314 2.44474 -0.94244 -0.467
C 3.56903 1.93127 -1.41595 -0.084
C -0.21156 1.80849 -1.30422 -0.324
C 0.09112 0.65072 -2.08735 -0.267
C -0.87826 -0.07079 -2.97330 -0.056
C 2.26808 -0.49922 -2.97534 -0.076
C 1.17673 3.73959 -0.24119 -0.083
C -1.55343 2.45761 -1.14686 -0.065
Re 1.24483 0.71023 0.11791 0.639
Cl 2.45992 1.38917 1.72338 -0.019
Cl 2.60220 -1.25340 0.16618 -0.050
Cl -0.64188 1.03896 1.73004 0.016
H 4.16573 1.11386 -1.84010 0.073
H 3.90954 2.01543 -0.36405 0.037
H 3.78451 2.91608 -1.88259 0.078
H 1.77984 3.65177 0.67258 0.029
H 0.20767 4.11980 0.07897 0.071
H 1.72149 4.47279 -0.90018 0.086
H -1.73137 2.75493 -0.11053 0.042
H -2.35936 1.76183 -1.43036 0.065
H -1.63018 3.35135 -1.79123 0.084
H -1.89943 0.02268 -2.58984 0.065
H -0.63330 -1.14090 -3.01315 0.069
H -0.85481 0.34728 -4.00567 0.085
H 2.99683 -1.04844 -2.37251 0.019
H 2.81215 0.01903 -3.78657 0.082
H 1.58288 -1.22859 -3.40959 0.069
O -0.86086 -1.90430 -0.32845 -0.242
H -0.96883 -1.36016 0.64678 -0.010
C 0.37419 -3.58914 1.99554 -0.194
Si -1.05002 -2.93514 3.01158 0.352
C -2.13061 -4.31410 3.66296 -0.205
C -0.40332 -1.83726 4.38990 -0.192
N -2.08400 -1.93984 2.04029 -0.079
C -3.11209 -1.17783 1.99884 -0.470
C -3.42187 -0.38084 0.82894 -0.088
C -4.47672 0.55360 0.86592 -0.148
C -5.24532 0.65170 2.02025 -0.206
C -5.01448 -0.13917 3.14156 -0.162
C -3.96182 -1.06340 3.14237 -0.065
H 0.20320 -4.66143 1.82071 0.013
H 1.30386 -3.45300 2.56229 0.016
H 0.47688 -3.06432 1.03098 -0.031
H -1.51592 -4.93218 4.33181 0.005
H -3.01052 -3.98190 4.23102 0.009
H -2.47907 -4.94842 2.83630 0.020
H 0.31971 -1.11718 3.98424 0.016
H -1.19226 -1.27334 4.90690 0.019
H 0.10884 -2.46942 5.12893 0.005
H -2.81422 -0.47066 -0.05666 0.055
H -4.63775 1.14740 -0.01472 0.068
H -6.08614 1.37057 2.05490 0.065
H -5.64182 -0.08095 4.00954 0.065
H -3.76773 -1.72028 3.99241 0.074